Entry from the OMol25 dataset: a structure of composition C37H40N8NaO at a distorted geometry (ωB97M-V/def2-TZVPD).

CARTESIAN COORDINATES (ANGSTROEM)
Na1 -2.34162 11.86030 17.39106
C1 0.92566 12.00952 17.29602
C2 0.82733 11.00312 18.48794
C3 0.12956 9.68267 18.09020
N1 -1.33832 9.70988 18.23265
C4 -1.88268 9.47001 19.38857
C5 -1.14973 9.39023 20.63388
C6 -1.52651 8.71494 21.77520
C7 -2.63841 7.87307 21.96351
C8 -3.77732 7.67134 21.15049
C9 -4.14056 8.35042 20.01664
C10 -3.43127 9.39577 19.33784
N2 -3.92928 10.34588 18.63391
C11 -5.34176 10.53618 18.70145
C12 -5.82806 11.93807 18.97570
C13 -5.38825 12.92005 17.90010
N3 -4.01768 13.32168 17.90232
C14 -3.63990 14.48449 18.38727
C15 -4.38393 15.15436 19.40898
C16 -4.54262 16.51864 19.53071
C17 -4.11460 17.47861 18.61628
C18 -3.18213 17.31113 17.55764
C19 -2.27581 16.28054 17.28545
C20 -2.32800 14.95082 17.77707
N4 -1.39322 14.03270 17.62439
C21 -0.00054 14.40042 17.36484
C22 1.08265 13.43889 17.82928
H1 1.74551 11.64738 16.65362
H2 0.03024 11.96792 16.70538
H3 1.88436 10.85668 18.80257
H4 0.39540 11.48559 19.33322
H5 0.33055 9.56091 16.97240
H6 0.56028 8.77904 18.59847
H7 -0.14084 9.78637 20.59942
H8 -0.82410 8.72404 22.61689
H9 -2.65102 7.29553 22.89044
H10 -4.36765 6.82612 21.50459
H11 -5.07988 8.13843 19.51995
H12 -5.78461 10.13731 17.72821
H13 -5.82064 9.86987 19.40617
H14 -6.90936 12.07192 19.03329
H15 -5.48139 12.20352 19.97020
H16 -5.56822 12.37726 16.93108
H17 -6.04520 13.79055 17.94574
H18 -4.98649 14.49530 20.07067
H19 -4.91097 16.84370 20.49726
H20 -4.53560 18.47198 18.72793
H21 -3.13042 18.18245 16.91205
H22 -1.43282 16.55964 16.62241
H23 0.08286 14.58713 16.27749
H24 0.21602 15.36324 17.81087
H25 2.06841 13.87040 17.56409
H26 1.13970 13.42747 18.93454
N5 -2.21705 7.65898 16.53043
C23 -2.16718 7.29253 15.24052
C24 -2.80463 6.18862 14.72819
C25 -2.82112 5.93120 13.35170
C26 -2.35925 6.82326 12.41906
C27 -1.71838 7.97781 12.84422
C28 -1.15774 8.95648 11.96701
C29 -0.35814 9.97536 12.49312
C30 -0.16203 10.05096 13.87667
N6 -0.73913 9.19018 14.73272
C31 -1.53911 8.18735 14.30315
H27 -1.76029 8.53758 16.79135
H28 -2.85221 7.29969 17.21997
H29 -3.23701 5.42586 15.42773
H30 -3.18055 4.99648 12.92836
H31 -2.43520 6.58633 11.35400
H32 -1.37689 8.92170 10.88054
H33 0.13793 10.70561 11.86617
H34 0.45187 10.86188 14.25271
N7 -4.71422 9.56948 11.23089
C32 -4.46948 10.91486 11.19405
O1 -4.60129 11.56743 10.12310
C33 -4.00722 11.62480 12.43443
C34 -3.75570 13.00646 12.27133
C35 -3.44150 13.74865 13.40748
C36 -3.23845 13.04371 14.58964
N8 -3.30019 11.69959 14.70037
C37 -3.73991 10.97677 13.64349
H35 -5.07226 9.14545 10.37283
H36 -4.19776 8.92390 11.81517
H37 -3.91388 13.44816 11.29596
H38 -3.20416 14.80818 13.39627
H39 -2.98102 13.60808 15.50491
H40 -3.94408 9.90715 13.85409

Cartesian forces (eV/Å) of the 3 atoms listed first:
-0.187 -0.611 0.093
0.264 -0.511 1.216
1.174 -0.280 -1.123

Its net charge is -1. As for the largest force on an atom: 2.948 eV/Å. The HOMO energy is -3.599 eV.

These are the Mulliken partial charges, in e, on atoms 1 to 4: number 1, Na, carries 0.71; number 2, C, carries 0.44; number 3, C, carries -1.02; number 4, C, carries -1.15

***

Entry from the OMol25 dataset: a structure of composition C37H40OP2Sn at a distorted geometry (ωB97M-V/def2-TZVPD).

CARTESIAN COORDINATES (ANGSTROEM)
Sn1 0.44202 -0.46293 5.86591
C1 -2.31257 -0.02423 6.66461
C2 -2.41374 -0.31066 5.34864
C3 -2.75905 0.62739 4.24336
C4 -1.60734 1.36450 3.53953
C5 -0.48549 1.79732 4.42981
C6 -0.66272 2.25611 5.69143
C7 -1.95027 2.50308 6.38119
C8 -2.49050 1.33792 7.23859
C9 2.53139 0.19615 5.51002
H1 -2.28748 -0.84366 7.39640
H2 -2.36130 -1.35906 5.04178
H3 -3.50636 1.35892 4.58508
H4 -3.26925 0.02175 3.47072
H5 -1.22045 0.72802 2.72389
H6 -2.03529 2.26747 3.05767
H7 0.49189 1.93881 3.94500
H8 0.21170 2.62142 6.23618
H9 -2.74541 2.81822 5.68479
H10 -1.78977 3.35660 7.07099
H11 -2.03781 1.40307 8.24321
H12 -3.58268 1.49400 7.37878
H13 3.11899 -0.16053 6.36861
H14 2.48076 1.30135 5.49920
H15 2.94956 -0.20574 4.57150
P1 0.10564 -2.39291 -3.61927
P2 2.14190 0.48585 -3.87615
C10 -0.38427 -0.76251 -4.26449
C11 0.36492 0.37310 -4.23435
C12 -0.79607 -3.55430 -4.72918
C13 -1.97084 -3.20105 -5.39923
C14 -2.62634 -4.12715 -6.21322
C15 -2.11282 -5.41910 -6.35623
C16 -0.93737 -5.78659 -5.68245
C17 -0.27527 -4.86090 -4.88180
C18 -0.90352 -2.49249 -2.06982
C19 -0.52699 -1.62186 -1.02539
C20 -1.25672 -1.58694 0.16158
C21 -2.38260 -2.40719 0.31945
C22 -2.75939 -3.27404 -0.71218
C23 -2.00937 -3.33586 -1.89196
C24 2.72588 1.30012 -5.45813
C25 2.69760 0.49452 -6.61490
C26 3.06249 1.01902 -7.85347
C27 3.45844 2.35797 -7.95839
C28 3.49317 3.16387 -6.81781
C29 3.15042 2.63339 -5.56705
C30 2.19828 1.90261 -2.71524
C31 3.31865 1.99263 -1.85751
C32 3.42997 3.06115 -0.97496
C33 2.42934 4.04466 -0.93111
C34 1.32378 3.95822 -1.78349
C35 1.20371 2.88125 -2.66503
H16 -1.40129 -0.69500 -4.67704
H17 -0.09667 1.31627 -4.57165
H18 -2.39221 -2.20647 -5.27304
H19 -3.54331 -3.83412 -6.72485
H20 -2.62304 -6.14033 -6.98783
H21 -0.53851 -6.79761 -5.78391
H22 0.64411 -5.13322 -4.35523
H23 0.33167 -0.95935 -1.16137
H24 -0.95447 -0.90517 0.96066
H25 -2.96608 -2.35572 1.23935
H26 -3.65350 -3.88980 -0.60302
H27 -2.31253 -4.02137 -2.68508
H28 2.36615 -0.54268 -6.53601
H29 3.02178 0.38367 -8.73805
H30 3.72666 2.76881 -8.92968
H31 3.76909 4.21617 -6.90111
H32 3.18325 3.27514 -4.68342
H33 4.09356 1.22251 -1.90851
H34 4.30055 3.13271 -0.31948
H35 2.51526 4.87509 -0.23521
H36 0.55478 4.73129 -1.77385
H37 0.34302 2.81848 -3.32788
C36 0.39756 -0.78325 9.08013
C37 0.59653 0.32385 8.12881
O1 0.75749 1.51207 8.30585
H38 0.98652 -1.65479 8.75055
H39 -0.68944 -1.00556 9.09193
H40 0.71162 -0.52240 10.10380

Cartesian forces (eV/Å) of the 3 atoms listed first:
1.260 -0.631 0.248
-1.103 -0.331 -0.797
-0.499 -0.660 1.112

As for the largest force on an atom: 3.147 eV/Å. The HOMO energy is -6.571 eV.

These are the Mulliken partial charges, in e, on atoms 1 to 4: number 1, Sn, carries 0.61; number 2, C, carries -0.72; number 3, C, carries -0.43; number 4, C, carries -0.66